Record 1
The following is a quantum chemistry calculation of a molecular structure, C47H61N6PS2SeTi, from OMol25.

The value obtained for the electronic energy is -178089.3722 eV. For the highest occupied orbital energy (spin up / spin down), the calculation gives -0.229 / -0.274 hartree. Its frontier orbital gap (spin up / spin down) is 6.600 / 7.186 eV. The energy above the lowest of the compared OMol25 structures with the same formula, charge and spin is 0.334 eV. As for the total charge: 0. Its multiplicity is 3. The value obtained for the LUMO energy (spin up / spin down) is 0.381 / -0.272 eV.

```
119
C47H61N6PS2SeTi | OMol25 | ωB97M-V with the def2-TZVPD basis set
Ti -19.800 -3.520 12.695
C -21.203 -0.330 16.184
C -22.092 -0.660 14.924
C -23.333 -1.491 15.161
P -21.184 -1.254 13.276
C -20.581 0.352 12.509
C -20.025 1.441 13.479
C -21.478 1.057 11.460
C -22.521 -1.858 12.190
C -23.665 -1.128 12.128
C -24.808 -1.571 11.524
C -25.941 -0.641 11.366
C -24.809 -2.848 10.860
C -23.647 -3.619 10.901
C -22.527 -3.167 11.608
N -21.371 -3.997 11.771
C -21.513 -5.382 11.457
C -22.183 -6.314 12.275
C -23.077 -5.864 13.447
C -22.000 -7.723 11.945
C -21.365 -8.135 10.751
C -21.100 -9.652 10.468
C -20.993 -7.128 9.825
C -21.025 -5.725 10.157
C -20.549 -4.739 9.195
H -20.529 -1.148 16.479
H -21.821 -0.156 17.090
H -20.518 0.506 15.995
H -22.434 0.310 14.498
H -23.101 -2.525 15.271
H -24.006 -1.219 14.339
H -23.829 -1.095 16.035
H -19.698 -0.110 12.059
H -20.863 1.939 13.889
H -19.445 2.172 12.865
H -19.402 1.035 14.269
H -22.421 1.442 11.886
H -21.731 0.312 10.695
H -20.926 1.883 11.032
H -23.651 -0.190 12.673
H -25.700 0.297 10.833
H -26.429 -0.418 12.320
H -26.677 -1.112 10.707
H -25.667 -3.309 10.306
H -23.550 -4.606 10.432
H -23.096 -6.670 14.247
H -24.133 -5.692 13.137
H -22.756 -4.928 13.851
H -22.383 -8.436 12.638
H -21.113 -10.276 11.397
H -20.145 -9.837 9.949
H -21.907 -10.133 9.801
H -20.825 -7.442 8.785
H -20.670 -3.722 9.547
H -21.134 -4.766 8.267
H -19.486 -4.828 8.872
S -18.357 -5.348 11.856
C -17.759 -5.826 13.399
N -16.515 -6.388 13.547
C -16.028 -6.826 14.859
C -17.114 -7.359 15.769
N -18.238 -6.388 15.773
C -19.184 -6.416 16.903
C -18.695 -5.648 18.121
C -18.990 -6.180 19.403
C -18.824 -5.376 20.501
C -18.184 -4.095 20.429
C -17.779 -3.643 19.205
C -18.038 -4.424 18.019
C -18.499 -5.692 14.655
S -19.731 -4.458 14.810
C -15.577 -6.546 12.443
C -15.725 -7.880 11.669
C -14.915 -8.056 10.531
C -14.944 -9.244 9.863
C -15.717 -10.341 10.342
C -16.443 -10.210 11.554
C -16.482 -8.947 12.181
H -15.439 -6.044 15.266
H -15.293 -7.645 14.672
H -16.673 -7.537 16.779
H -17.553 -8.414 15.520
H -19.286 -7.450 17.185
H -20.117 -5.982 16.543
H -19.277 -7.197 19.515
H -19.093 -5.788 21.500
H -17.946 -3.546 21.358
H -17.225 -2.696 19.068
H -17.790 -4.008 17.037
H -14.538 -6.537 12.838
H -15.624 -5.699 11.729
H -14.308 -7.209 10.254
H -14.384 -9.375 8.931
H -15.603 -11.330 9.918
H -16.925 -11.019 12.037
H -16.977 -8.790 13.172
Se -17.314 -0.592 13.851
C -18.045 -1.645 12.726
N -18.567 -2.231 11.760
C -19.740 1.020 6.350
C -18.681 1.315 5.201
N -17.293 1.413 5.805
C -17.385 2.515 6.791
C -18.401 2.143 7.938
N -19.140 0.872 7.688
C -18.119 -0.238 7.580
C -17.111 0.070 6.455
H -20.282 0.120 6.085
H -20.419 1.872 6.431
H -18.912 2.217 4.638
H -18.671 0.427 4.565
H -17.759 3.402 6.259
H -16.371 2.715 7.160
H -19.136 2.952 8.176
H -17.857 2.048 8.903
H -18.635 -1.222 7.414
H -17.587 -0.292 8.566
H -17.144 -0.680 5.651
H -16.063 0.073 6.868
```

Atom charges from the Mulliken analysis, given in e for atoms 1 to 2: -1.049, -1.263



Record 2
The following is a quantum chemistry calculation of a molecular structure, C47H61N6PS2SeTi, from OMol25.

The value obtained for the electronic energy is -178089.7059 eV. For the highest occupied orbital energy (spin up / spin down), the calculation gives -0.235 / -0.262 hartree. Its frontier orbital gap (spin up / spin down) is 6.768 / 6.412 eV. The energy above the lowest of the compared OMol25 structures with the same formula, charge and spin is 0.000 eV. As for the total charge: 0. Its multiplicity is 3. The value obtained for the LUMO energy (spin up / spin down) is 0.367 / -0.721 eV.

```
119
C47H61N6PS2SeTi | OMol25 | ωB97M-V with the def2-TZVPD basis set
Ti -16.113 -17.623 10.370
C -18.147 -17.741 15.225
C -17.119 -17.881 14.076
C -15.791 -17.163 14.381
P -17.722 -17.436 12.393
C -18.958 -15.982 12.308
C -20.423 -16.455 12.011
C -18.927 -14.966 13.508
C -18.443 -19.026 11.909
C -19.415 -19.601 12.782
C -20.185 -20.689 12.401
C -21.368 -21.109 13.217
C -19.997 -21.221 11.137
C -18.972 -20.821 10.265
C -18.252 -19.634 10.580
N -17.501 -18.909 9.614
C -17.787 -18.977 8.210
C -18.838 -18.205 7.714
C -19.796 -17.447 8.631
C -19.052 -18.150 6.326
C -18.347 -18.955 5.445
C -18.671 -18.790 3.976
C -17.353 -19.773 5.937
C -17.100 -19.868 7.309
C -16.175 -21.023 7.759
H -17.816 -17.061 15.994
H -18.280 -18.748 15.686
H -19.152 -17.409 14.903
H -17.027 -18.940 13.911
H -15.894 -16.088 14.303
H -14.980 -17.434 13.724
H -15.529 -17.431 15.397
H -18.513 -15.453 11.446
H -20.963 -16.456 12.986
H -20.406 -17.485 11.603
H -20.860 -15.745 11.302
H -19.747 -15.099 14.170
H -19.094 -13.959 13.055
H -17.921 -14.978 13.985
H -19.661 -19.035 13.757
H -21.056 -21.771 14.009
H -22.110 -21.676 12.544
H -21.880 -20.304 13.764
H -20.625 -22.036 10.852
H -18.734 -21.370 9.343
H -20.067 -16.492 8.103
H -19.351 -17.260 9.608
H -20.738 -18.023 8.769
H -19.683 -17.366 5.874
H -19.429 -18.002 3.783
H -19.100 -19.725 3.575
H -17.776 -18.543 3.422
H -16.719 -20.308 5.224
H -16.441 -21.901 7.136
H -16.239 -21.262 8.818
H -15.149 -20.806 7.444
S -15.186 -17.079 8.267
C -13.949 -16.039 8.860
N -12.872 -15.832 8.051
C -11.783 -14.960 8.523
C -11.855 -14.779 10.040
N -13.191 -14.467 10.552
C -13.421 -13.540 11.701
C -12.454 -12.360 11.842
C -11.291 -12.550 12.561
C -10.247 -11.619 12.510
C -10.400 -10.483 11.676
C -11.629 -10.200 11.103
C -12.668 -11.121 11.188
C -14.133 -15.373 10.146
S -15.630 -15.361 10.999
C -12.779 -16.132 6.617
C -11.584 -17.007 6.394
C -10.533 -16.564 5.613
C -9.380 -17.372 5.409
C -9.238 -18.575 6.106
C -10.341 -18.997 6.887
C -11.501 -18.249 7.064
H -11.737 -13.977 7.976
H -10.799 -15.459 8.362
H -11.135 -13.980 10.277
H -11.446 -15.731 10.467
H -13.420 -14.128 12.608
H -14.465 -13.219 11.526
H -11.135 -13.499 13.124
H -9.367 -11.829 13.085
H -9.524 -9.887 11.351
H -11.817 -9.294 10.511
H -13.628 -10.995 10.655
H -12.711 -15.157 6.057
H -13.714 -16.709 6.391
H -10.506 -15.593 5.147
H -8.616 -17.012 4.723
H -8.330 -19.170 5.912
H -10.294 -19.980 7.348
H -12.313 -18.623 7.718
Se -13.249 -20.806 12.482
C -14.037 -19.524 11.673
N -14.750 -18.734 11.076
C -20.194 -12.862 8.270
C -19.715 -11.737 7.336
N -18.258 -11.313 7.538
C -18.128 -10.778 8.959
C -18.824 -11.769 9.945
N -19.085 -13.120 9.311
C -17.788 -13.505 8.570
C -17.507 -12.566 7.428
H -20.293 -13.783 7.659
H -21.118 -12.597 8.767
H -20.380 -10.876 7.392
H -19.822 -12.039 6.268
H -18.695 -9.851 8.984
H -17.055 -10.544 9.155
H -19.780 -11.314 10.246
H -18.257 -11.846 10.901
H -17.918 -14.506 8.147
H -17.000 -13.571 9.338
H -17.758 -13.109 6.420
H -16.425 -12.377 7.459
```

Atom charges from the Mulliken analysis, given in e for atoms 1 to 2: 0.202, -1.551



Maximum force (eV/Å)
5.86 5.20